Record 1
{"formula": "C23H30N4O4", "method": "the ωB97M-V functional and the def2-TZVPD basis", "charge": 0, "gap_ev": 8.99, "spin_multiplicity": 1, "e_above_lowest_kcal_mol": 27.43, "smiles": "C=C(C)C(=O)N1C[C@@]2(CC(c3cccc(NC(=O)CCCCC)c3)=NO2)C[C@H]1C(N)=O", "largest_force_ev_per_a": 1.08, "elements": ["C", "C", "C", "H", "H", "H", "C", "O", "N", "C", "H", "C", "C", "C", "H", "C", "O", "N", "H", "H", "H", "H", "C", "C", "N", "O", "C", "C", "C", "C", "C", "C", "H", "H", "H", "N", "C", "O", "C", "C", "C", "C", "C", "H", "H", "H", "H", "H", "H", "H", "H", "H", "H", "H", "H", "H", "H", "H", "H", "H", "H"], "coordinates": [[-6.04530, -1.11256, 2.62847], [-5.34023, -1.70596, 1.67982], [-4.50113, -2.92832, 1.88581], [-3.47145, -2.74238, 1.58026], [-4.88749, -3.73794, 1.26764], [-4.51469, -3.23574, 2.92806], [-5.41039, -1.24981, 0.25374], [-6.06583, -1.86536, -0.58014], [-4.68889, -0.15970, -0.05313], [-3.91809, 0.61396, 0.89874], [-3.21711, -0.01906, 1.44781], [-3.21146, 1.68419, 0.05382], [-4.18301, 1.87779, -1.11870], [-4.74188, 0.48276, -1.36580], [-5.78048, 0.49235, -1.71672], [-3.90740, -0.27609, -2.42778], [-2.95048, 0.22157, -2.98239], [-4.37689, -1.50025, -2.68779], [-3.89242, -2.07761, -3.35563], [-5.15950, -1.87032, -2.15303], [-3.68305, 2.26553, -2.00434], [-4.96548, 2.57146, -0.81067], [-1.77120, 1.33883, -0.34968], [-1.02851, 2.51282, 0.23866], [-1.79895, 3.32222, 0.85446], [-3.09358, 2.90698, 0.81094], [0.40324, 2.71668, 0.13896], [1.21049, 1.72692, -0.41634], [2.58376, 1.91741, -0.50318], [3.14399, 3.11176, -0.05306], [2.33849, 4.09500, 0.49376], [0.97512, 3.90442, 0.59872], [0.33396, 4.65755, 1.02621], [2.78381, 5.01522, 0.84121], [4.21149, 3.26607, -0.13061], [3.44032, 0.95131, -1.04177], [3.18188, -0.36340, -1.30801], [2.11154, -0.89845, -1.12751], [4.39088, -1.11954, -1.83063], [5.03534, -1.93732, -0.70349], [5.65259, -1.05698, 0.38157], [6.28342, -1.86464, 1.51743], [7.53336, -2.62786, 1.09472], [7.98422, -3.11524, 1.95592], [7.29751, -3.39366, 0.36067], [8.26692, -1.94976, 0.66341], [5.54438, -2.56547, 1.91108], [6.54825, -1.17727, 2.32439], [6.41634, -0.41146, -0.06191], [4.87461, -0.41785, 0.80671], [5.80370, -2.57709, -1.13950], [4.27165, -2.57817, -0.25887], [4.03879, -1.80490, -2.60312], [5.12352, -0.44051, -2.27039], [4.39464, 1.26145, -1.16132], [0.78595, 0.80535, -0.77459], [-1.65088, 1.27823, -1.43163], [-1.42990, 0.39812, 0.08508], [-4.57096, 1.11531, 1.62208], [-6.04306, -1.47620, 3.64255], [-6.66447, -0.25439, 2.42901]], "forces_ev_per_a": [[0.009, 0.023, -0.084], [-0.088, -0.242, 0.057], [-0.067, 0.024, 0.008], [0.115, -0.041, -0.011], [0.028, -0.075, -0.031], [0.031, -0.033, 0.052], [-0.023, 0.153, 0.154], [-0.263, -0.157, 0.034], [0.045, 0.033, -0.185], [0.244, 0.441, 0.578], [-0.023, 0.105, -0.003], [-0.051, -0.309, -0.248], [0.131, -0.036, 0.070], [-0.066, 0.159, -0.511], [0.120, 0.007, 0.055], [-0.412, 0.084, 0.242], [0.346, 0.208, -0.215], [-0.115, -0.581, -0.211], [0.044, 0.096, 0.025], [0.115, 0.073, -0.060], [-0.046, 0.009, 0.039], [-0.039, -0.048, 0.037], [-0.040, 0.224, 0.066], [-1.004, -0.393, -0.009], [0.925, 0.335, 0.045], [-0.642, -0.284, 0.013], [0.772, 0.350, 0.053], [-0.259, 0.025, 0.041], [-0.156, 0.252, 0.200], [-0.051, -0.174, -0.058], [-0.025, -0.011, -0.010], [-0.086, -0.106, -0.039], [-0.032, 0.120, 0.052], [0.033, 0.074, 0.026], [0.112, 0.006, 0.001], [0.326, 0.293, -0.097], [0.501, -0.012, -0.289], [-0.270, -0.179, 0.086], [-0.119, -0.305, 0.133], [0.108, 0.290, -0.011], [-0.127, -0.353, 0.176], [0.125, 0.166, -0.145], [-0.206, 0.045, 0.133], [0.104, -0.084, 0.020], [0.054, -0.102, -0.093], [0.119, 0.042, -0.065], [-0.053, 0.026, 0.087], [-0.063, -0.049, 0.060], [0.015, 0.119, -0.027], [0.033, 0.085, -0.034], [-0.038, -0.072, -0.005], [0.004, -0.085, -0.017], [-0.029, 0.137, -0.031], [0.020, 0.006, -0.044], [-0.168, -0.170, -0.044], [-0.036, -0.045, -0.015], [0.026, -0.047, 0.067], [0.034, -0.047, -0.031], [0.120, -0.045, -0.065], [0.042, -0.124, 0.172], [-0.105, 0.202, -0.096]]}

=====

Record 2
{"formula": "C23H31AsBrF6N3OPtSi2Te", "method": "the ωB97M-V functional and the def2-TZVPD basis", "charge": 1, "gap_ev": [6.46, 6.67], "spin_multiplicity": 2, "e_above_lowest_kcal_mol": 25.99, "largest_force_ev_per_a": 0.84, "elements": ["Pt", "Br", "C", "C", "C", "C", "C", "C", "N", "N", "C", "C", "C", "C", "O", "C", "N", "C", "C", "C", "C", "H", "H", "H", "H", "H", "H", "H", "H", "H", "C", "Si", "C", "C", "C", "Te", "C", "Si", "C", "C", "C", "H", "H", "H", "H", "H", "H", "H", "H", "H", "H", "H", "H", "H", "H", "H", "H", "H", "H", "H", "H", "H", "H", "F", "As", "F", "F", "F", "F", "F"], "coordinates": [[-1.40534, 0.31633, -0.63475], [7.55709, 1.92786, -0.84689], [6.21816, 2.87702, 0.07146], [5.09918, 3.31932, -0.62755], [4.10364, 4.00568, 0.03705], [4.24157, 4.24958, 1.40732], [5.39258, 3.85222, 2.09096], [6.37353, 3.14340, 1.42621], [3.29590, 4.95523, 2.16162], [2.13242, 5.11416, 1.78948], [1.27759, 4.35283, 1.09951], [0.26506, 5.03240, 0.36425], [-0.60959, 4.38419, -0.44483], [-0.59470, 2.96315, -0.51217], [-1.34449, 2.30937, -1.28097], [0.35018, 2.24688, 0.35554], [0.24069, 0.88336, 0.34213], [1.01148, 0.16463, 1.15225], [1.92624, 0.76510, 2.01176], [2.05998, 2.13032, 2.03118], [1.27353, 2.90387, 1.16472], [5.02165, 3.13474, -1.69027], [3.24741, 4.37173, -0.51427], [5.49417, 4.10162, 3.13919], [7.26232, 2.81354, 1.94591], [0.24957, 6.11244, 0.44674], [-1.35110, 4.90957, -1.03000], [0.89262, -0.90662, 1.12934], [2.50951, 0.13511, 2.66824], [2.74391, 2.59663, 2.72513], [-0.05531, -1.33440, -5.01401], [0.12269, -2.60760, -3.65525], [1.63891, -2.22624, -2.61267], [0.20309, -4.34917, -4.32990], [-1.43846, -2.47115, -2.56111], [-1.05092, -2.20257, -0.48927], [-2.83654, -3.06243, 0.24820], [-2.84938, -3.20938, 2.15881], [-2.30956, -4.96250, 2.54622], [-4.57136, -2.86337, 2.78364], [-1.58563, -2.01083, 2.88137], [0.82840, -1.32103, -5.65701], [-0.17799, -0.33021, -4.59857], [-0.92201, -1.54135, -5.64604], [2.51800, -2.16980, -3.26083], [1.83733, -2.99419, -1.86087], [1.55545, -1.25983, -2.10323], [1.07936, -4.48176, -4.96989], [-0.68189, -4.58393, -4.92599], [0.26954, -5.08633, -3.52490], [-2.06336, -3.36540, -2.61369], [-2.06009, -1.63312, -2.88358], [-2.86637, -4.05635, -0.20636], [-3.66434, -2.46908, -0.13532], [-3.07490, -5.68738, 2.25731], [-2.12025, -5.08894, 3.61539], [-1.38651, -5.22548, 2.02047], [-5.31362, -3.47008, 2.25900], [-4.83970, -1.81474, 2.65326], [-4.64128, -3.10518, 3.84793], [-0.55974, -2.36980, 2.74365], [-1.74578, -1.92514, 3.96000], [-1.69234, -1.00883, 2.45975], [-3.50027, 0.76536, -1.17368], [-4.42847, 1.04982, 0.41677], [-5.70668, 0.10237, -0.19480], [-3.61411, -0.41302, 0.91692], [-5.10341, 1.20016, 1.97161], [-3.01359, 1.95000, 0.91262], [-5.11370, 2.46724, -0.21426]], "forces_ev_per_a": [[0.162, 0.710, -0.422], [-0.047, 0.032, 0.038], [0.055, -0.032, -0.007], [-0.037, 0.004, -0.085], [0.095, -0.036, 0.026], [0.180, -0.118, -0.165], [-0.081, 0.034, -0.043], [0.060, -0.025, 0.016], [-0.210, 0.167, 0.115], [0.081, 0.066, 0.161], [-0.079, -0.036, -0.113], [0.096, 0.131, 0.100], [-0.049, -0.036, -0.050], [0.251, 0.068, -0.134], [0.125, 0.062, 0.659], [-0.174, -0.227, -0.136], [0.081, -0.225, 0.101], [-0.112, 0.155, -0.250], [0.087, 0.025, 0.085], [-0.008, -0.101, 0.003], [-0.145, 0.068, -0.067], [0.001, 0.003, 0.017], [0.020, 0.010, 0.016], [-0.009, 0.000, -0.012], [-0.014, 0.004, -0.010], [-0.003, -0.031, -0.024], [0.012, 0.001, -0.005], [-0.015, -0.042, -0.019], [0.000, 0.025, 0.004], [-0.009, -0.004, -0.003], [0.060, -0.041, 0.060], [-0.067, 0.020, -0.088], [0.043, 0.008, -0.072], [0.057, 0.059, 0.057], [-0.015, -0.089, -0.078], [-0.377, -0.049, -0.017], [-0.005, -0.047, 0.081], [-0.066, -0.033, 0.003], [0.019, 0.063, 0.002], [0.091, -0.034, 0.018], [-0.069, -0.071, 0.040], [-0.033, -0.012, 0.014], [0.001, -0.029, 0.000], [0.016, -0.008, 0.032], [-0.022, -0.008, 0.033], [-0.020, 0.010, -0.027], [-0.022, -0.007, -0.029], [-0.038, 0.012, 0.024], [0.021, 0.028, 0.017], [-0.004, 0.030, -0.024], [0.073, -0.033, -0.026], [-0.012, 0.008, 0.086], [0.018, 0.017, 0.004], [0.025, 0.012, 0.009], [0.024, 0.038, 0.002], [-0.036, 0.009, -0.034], [-0.024, 0.021, 0.013], [0.043, 0.004, 0.006], [0.011, -0.002, -0.010], [0.004, 0.012, -0.041], [-0.032, 0.018, -0.034], [0.008, -0.007, -0.042], [-0.005, 0.022, -0.004], [0.149, -0.603, -0.088], [-0.043, -0.147, 0.372], [0.005, -0.078, -0.152], [0.025, -0.043, 0.188], [-0.188, 0.131, 0.014], [-0.001, 0.040, 0.075], [0.071, 0.122, -0.178]]}